Formula: C31H27BF7N2PRe
Source: OMol25
Level of theory: ωB97M-V/def2-TZVPD

Structure (XYZ):
```
70
Properties=species:S:1:pos:R:3:forces:R:3
Re 0.763 0.848 0.668 -1.1 0.0 -0.3
N 0.501 2.434 -0.845 0.1 0.2 0.0
C -0.075 2.091 -2.148 0.0 0.0 0.0
C -0.291 3.090 -3.085 0.0 -0.1 0.0
C -0.800 2.754 -4.328 0.0 0.0 0.0
C -1.086 1.427 -4.642 0.0 0.0 0.0
C -0.874 0.435 -3.704 0.0 0.0 0.0
C -0.374 0.766 -2.442 -0.1 0.0 0.0
P 0.003 -0.475 -1.199 0.7 0.3 -0.4
C -1.406 -1.536 -0.908 0.0 0.0 0.2
C -1.231 -2.719 -0.182 0.0 0.0 0.0
C -2.307 -3.564 0.021 0.0 0.0 0.0
C -3.559 -3.223 -0.477 0.0 0.0 0.0
C -3.744 -2.028 -1.159 0.0 0.0 0.0
C -2.672 -1.176 -1.373 0.0 0.0 0.0
C 1.444 -1.388 -1.783 -0.1 0.0 0.0
C 1.428 -2.734 -2.135 0.0 0.0 0.0
C 2.593 -3.333 -2.596 0.0 0.0 0.0
C 3.763 -2.598 -2.708 0.0 0.0 0.0
C 3.782 -1.252 -2.361 0.0 0.0 0.0
C 2.626 -0.649 -1.899 0.0 0.0 0.1
H 1.439 2.808 -1.008 -0.1 0.0 0.0
H -0.032 3.212 -0.443 0.0 -0.1 0.0
H -0.060 4.120 -2.847 0.0 0.0 0.0
H -0.969 3.530 -5.062 0.0 0.0 0.0
H -1.470 1.173 -5.619 0.0 0.0 0.0
H -1.092 -0.597 -3.949 0.0 0.0 0.0
H -0.258 -2.982 0.217 0.0 0.0 0.0
H -2.171 -4.490 0.561 0.0 0.0 0.0
H -4.396 -3.890 -0.327 0.0 0.0 0.0
H -4.724 -1.760 -1.527 0.0 0.0 0.0
H -2.822 -0.245 -1.904 0.0 0.0 -0.1
H 0.518 -3.314 -2.075 0.0 0.0 0.0
H 2.581 -4.377 -2.874 0.0 0.0 0.0
H 4.663 -3.071 -3.075 0.0 0.0 0.0
H 4.691 -0.675 -2.464 0.0 0.0 0.0
H 2.644 0.412 -1.656 0.0 0.0 0.0
F 1.868 -3.864 5.719 0.0 0.0 0.0
C 1.966 -4.184 4.428 0.0 0.0 0.0
F 1.070 -5.143 4.163 0.0 0.0 0.0
F 3.185 -4.667 4.196 0.0 0.0 0.0
C 1.679 -2.967 3.566 0.0 0.0 0.0
C 2.626 -2.460 2.695 0.0 0.0 0.0
C 2.288 -1.373 1.916 0.1 -0.1 0.0
N 1.080 -0.786 1.982 -0.1 0.0 0.2
C 0.175 -1.269 2.852 0.0 0.0 0.1
C 0.435 -2.359 3.653 0.0 0.0 0.0
H 3.610 -2.900 2.616 0.0 0.0 0.0
H 3.000 -0.947 1.218 0.0 0.0 0.0
H -0.775 -0.756 2.897 0.0 -0.1 0.0
H -0.317 -2.717 4.341 0.0 0.0 0.0
C -1.013 1.427 1.529 0.4 0.3 0.1
C -1.703 2.657 1.038 -0.1 -0.1 0.0
C -1.239 3.920 1.422 -0.1 -0.1 0.0
C -1.877 5.064 0.969 0.0 0.0 -0.1
C -2.991 4.961 0.141 0.0 0.0 0.0
C -3.451 3.710 -0.250 0.1 0.1 0.0
C -2.808 2.563 0.195 0.1 0.1 0.0
H -1.647 0.531 1.429 0.0 -0.1 0.0
H -0.713 1.530 2.582 -0.1 -0.1 0.0
H -0.389 4.008 2.089 0.0 0.0 0.0
H -1.514 6.037 1.271 0.0 0.0 0.0
H -3.512 5.853 -0.177 0.0 0.0 -0.1
H -4.317 3.628 -0.891 -0.1 0.0 0.0
H -3.179 1.589 -0.100 0.0 -0.1 0.0
F 1.884 3.725 3.489 -0.1 0.1 0.2
B 2.313 2.512 3.736 0.1 -0.2 -0.6
F 2.232 1.915 1.054 0.4 -0.3 -0.2
F 3.585 2.226 3.811 0.1 0.0 0.2
F 1.424 1.513 3.758 0.0 0.1 0.2
```
Positions in Å, forces in eV/Å.

Summary:
Kohn-Sham gap (alpha / beta) in eV: 6.668 / 6.829
Expectation value of S²: 0.77
Highest occupied orbital energy (alpha / beta) in hartree: -0.5286 / -0.5273
Total charge: +2
2S+1: 2
Total energy in hartree: -2450.2645
Max |F| in hartree/bohr: 0.022